No. 1
{
  "formula": "C15H38Li2N2O3",
  "method": "wB97M-V/def2-TZVPD",
  "fmax_ev_per_a": 2.9,
  "homo_ev": -6.950,
  "molar_mass_g_mol": 308.36,
  "symbols": ["Li", "Li", "O", "H", "O", "H", "C", "C", "N", "C", "C", "C", "C", "H", "H", "H", "H", "H", "H", "H", "H", "H", "H", "H", "H", "H", "H", "H", "C", "C", "N", "C", "C", "C", "C", "H", "H", "H", "H", "H", "H", "H", "H", "H", "H", "H", "H", "H", "H", "H", "C", "C", "O", "C", "H", "H", "H", "H", "H", "H"],
  "coordinates": [[-0.804, 2.015, 1.291], [2.933, 0.536, -0.176], [2.156, 3.534, 1.501], [2.604, 4.366, 1.750], [-0.276, -0.906, -0.291], [-0.756, -1.693, -0.616], [6.353, 2.296, -2.850], [5.762, 0.977, -3.477], [4.318, 0.908, -3.532], [3.817, -0.306, -4.237], [4.519, -1.605, -3.778], [3.772, 2.115, -4.210], [2.208, 2.214, -4.285], [6.168, 3.164, -3.483], [7.408, 2.286, -2.576], [5.824, 2.553, -1.933], [6.215, 0.775, -4.448], [6.100, 0.202, -2.790], [2.750, -0.438, -4.058], [3.851, -0.110, -5.309], [4.413, -1.834, -2.718], [4.082, -2.507, -4.208], [5.580, -1.637, -4.027], [4.198, 2.092, -5.213], [4.110, 3.018, -3.702], [1.900, 1.615, -5.142], [1.924, 3.243, -4.505], [1.627, 1.944, -3.403], [-2.274, 2.500, 5.260], [-3.711, 2.688, 4.594], [-3.941, 1.879, 3.394], [-5.131, 2.284, 2.641], [-5.099, 1.828, 1.233], [-3.776, 0.385, 3.502], [-4.794, -0.340, 4.401], [-2.310, 3.143, 6.140], [-1.425, 2.753, 4.624], [-2.280, 1.476, 5.631], [-4.439, 2.511, 5.385], [-3.836, 3.747, 4.368], [-6.030, 1.909, 3.130], [-5.296, 3.356, 2.755], [-4.123, 2.035, 0.795], [-5.331, 0.764, 1.198], [-5.833, 2.366, 0.633], [-2.760, 0.127, 3.801], [-3.790, -0.115, 2.533], [-4.920, 0.170, 5.356], [-4.410, -1.347, 4.566], [-5.763, -0.314, 3.902], [-0.429, -6.148, -1.075], [-0.757, -6.646, 0.296], [-0.019, -7.497, 0.829], [-2.039, -6.109, 0.981], [0.303, -6.868, -1.441], [0.008, -5.154, -0.992], [-1.354, -6.154, -1.652], [-2.935, -6.508, 0.505], [-2.082, -5.032, 1.147], [-2.178, -6.506, 1.986]],
  "nbo_charge": [0.973, 0.972, -1.401, 0.422, -1.399, 0.418, -0.623, -0.223, -0.466, -0.229, -0.628, -0.223, -0.625, 0.206, 0.223, 0.208, 0.167, 0.193, 0.208, 0.171, 0.203, 0.226, 0.210, 0.164, 0.204, 0.205, 0.219, 0.218, -0.615, -0.204, -0.480, -0.218, -0.609, -0.229, -0.638, 0.216, 0.205, 0.205, 0.161, 0.195, 0.164, 0.198, 0.193, 0.210, 0.220, 0.196, 0.207, 0.204, 0.220, 0.204, -0.721, 0.598, -0.553, -0.736, 0.238, 0.248, 0.224, 0.231, 0.239, 0.232]
}



No. 2
{
  "formula": "C15H38O15S3V",
  "method": "wB97M-V/def2-TZVPD",
  "charge": -1,
  "fmax_ev_per_a": 4.4,
  "homo_ev": -4.648,
  "molar_mass_g_mol": 605.60,
  "symbols": ["O", "V", "O", "C", "C", "C", "O", "H", "H", "H", "H", "H", "H", "H", "C", "C", "O", "O", "H", "H", "H", "C", "O", "H", "H", "H", "H", "O", "S", "O", "O", "C", "C", "C", "H", "H", "H", "H", "H", "H", "H", "H", "O", "S", "O", "O", "C", "C", "C", "H", "H", "H", "H", "H", "H", "H", "H", "O", "S", "O", "O", "C", "C", "C", "H", "H", "H", "H", "H", "H", "H", "H"],
  "coordinates": [[1.867, -1.691, 1.346], [0.778, -1.012, 0.496], [-0.409, -0.528, 1.428], [2.197, 1.889, 1.667], [1.597, 2.116, 0.216], [2.243, 3.259, -0.575], [1.589, 0.899, -0.467], [3.245, 1.589, 1.670], [1.605, 1.142, 2.196], [2.113, 2.806, 2.251], [0.567, 2.375, 0.460], [2.232, 4.177, 0.014], [1.767, 3.362, -1.550], [3.281, 2.962, -0.724], [1.798, -3.177, -3.347], [2.092, -1.846, -2.676], [2.209, -1.732, -1.398], [2.422, -0.938, -3.415], [2.563, -3.405, -4.089], [0.820, -3.131, -3.827], [1.786, -3.952, -2.580], [-0.461, -4.106, -0.628], [-0.205, -3.283, 0.547], [-0.804, -3.556, -1.504], [0.488, -4.586, -0.869], [-1.244, -4.850, -0.480], [-0.417, -3.738, 1.365], [-1.067, -0.972, -1.253], [-1.735, -0.555, -2.460], [-2.177, -1.589, -3.364], [-3.073, 0.369, -2.062], [-4.068, 0.426, -3.046], [-5.083, 1.555, -2.714], [-0.798, 0.755, -3.336], [-4.631, -0.504, -3.126], [-3.604, 0.540, -4.026], [-5.737, 1.786, -3.555], [-4.587, 2.487, -2.443], [-5.745, 1.337, -1.875], [-0.882, 0.635, -4.416], [0.257, 0.649, -3.083], [-1.235, 1.721, -3.081], [-1.796, 4.693, 0.691], [-2.699, 3.816, -0.042], [-4.093, 4.187, -0.288], [-1.977, 3.356, -1.425], [-1.918, 4.348, -2.469], [-0.661, 5.174, -2.330], [-2.636, 2.256, 0.841], [-2.857, 4.900, -2.478], [-1.980, 3.825, -3.424], [-0.748, 5.970, -3.069], [0.153, 4.481, -2.542], [-0.526, 5.623, -1.346], [-2.748, 2.517, 1.894], [-1.624, 1.890, 0.667], [-3.409, 1.600, 0.442], [0.144, -1.564, 4.483], [0.893, -2.814, 4.548], [0.569, -4.000, 3.758], [2.426, -2.443, 4.146], [3.299, -3.450, 3.889], [4.623, -3.337, 4.638], [1.138, -3.171, 6.293], [3.447, -3.542, 2.813], [2.900, -4.424, 4.169], [4.383, -3.169, 5.687], [5.211, -2.472, 4.332], [5.278, -4.209, 4.609], [2.118, -3.644, 6.345], [0.349, -3.845, 6.627], [1.186, -2.239, 6.856]],
  "mulliken_charge": [-0.465, 1.348, -0.540, -1.513, 1.472, -1.480, -0.489, 0.281, 0.289, 0.463, -0.470, 0.339, 0.146, 0.460, -0.963, 0.565, -0.588, -0.667, 0.365, 0.161, 0.183, -0.524, -0.187, 0.099, 0.194, 0.322, 0.178, -0.443, 0.972, -0.726, -0.020, -0.333, -1.056, -0.091, 0.274, 0.391, 0.379, 0.139, 0.312, 0.394, 0.224, -0.362, -0.638, 1.174, -0.670, 0.071, -0.846, -1.014, -0.456, 0.536, 0.454, 0.410, 0.144, 0.288, 0.485, -0.217, 0.227, -0.552, 1.220, -0.648, -0.229, -0.257, -1.207, -0.861, 0.295, 0.409, 0.275, 0.320, 0.363, 0.246, 0.348, 0.298]
}



No. 3
{
  "formula": "C15H39BBrNO13P2S",
  "method": "wB97M-V/def2-TZVPD",
  "fmax_ev_per_a": 8.9,
  "homo_ev": -9.164,
  "molar_mass_g_mol": 626.20,
  "smiles": "CCOB(O)[C@@H](N)[C@](S)(C[C@@H](C)Br)OCCOO.COP(=O)(OC)OC.COP(=O)(OC)OC",
  "symbols": ["C", "C", "O", "B", "O", "C", "N", "C", "S", "C", "C", "C", "Br", "O", "C", "C", "O", "O", "H", "H", "H", "H", "H", "H", "H", "H", "H", "H", "H", "H", "H", "H", "H", "H", "H", "H", "H", "H", "H", "C", "O", "P", "O", "O", "C", "O", "C", "H", "H", "H", "H", "H", "H", "H", "H", "H", "C", "O", "P", "O", "O", "C", "O", "C", "H", "H", "H", "H", "H", "H", "H", "H", "H"],
  "coordinates": [[0.811, -2.654, -1.580], [1.578, -2.350, -0.203], [2.985, -2.139, -0.394], [3.263, -0.803, -0.851], [2.309, 0.254, -0.856], [4.810, -0.512, -1.321], [5.657, -1.349, -0.438], [5.019, -0.739, -2.870], [3.338, -1.356, -3.520], [6.030, -1.866, -3.278], [7.522, -1.746, -2.834], [8.473, -2.345, -3.966], [8.213, 0.021, -2.331], [5.305, 0.410, -3.640], [4.318, 1.429, -3.585], [3.614, 1.652, -5.018], [4.361, 0.884, -5.999], [3.481, 0.328, -6.914], [1.386, -3.437, -2.156], [-0.216, -3.082, -1.394], [0.749, -1.736, -2.220], [1.069, -1.560, 0.412], [1.481, -3.312, 0.386], [1.537, 0.051, -1.405], [4.989, 0.576, -1.061], [5.263, -1.412, 0.506], [6.589, -0.957, -0.293], [3.423, -2.727, -3.640], [5.621, -2.840, -2.872], [5.972, -1.983, -4.402], [7.677, -2.429, -1.948], [8.405, -1.779, -4.930], [9.548, -2.330, -3.617], [8.227, -3.444, -4.084], [3.543, 1.345, -2.783], [4.865, 2.402, -3.384], [2.605, 1.170, -4.940], [3.566, 2.745, -5.287], [3.042, -0.451, -6.518], [-2.040, 1.442, -2.393], [-1.402, 0.783, -1.309], [-2.286, 0.590, 0.154], [-3.574, 0.261, -0.594], [-2.168, 2.212, 0.453], [-0.882, 2.827, 0.443], [-3.062, 0.305, 1.651], [-4.042, 1.228, 2.094], [-1.261, 1.798, -3.070], [-2.680, 0.747, -2.932], [-2.622, 2.302, -2.053], [-0.751, 3.375, -0.492], [-0.075, 2.100, 0.546], [-0.822, 3.540, 1.266], [-4.723, 1.509, 1.287], [-3.565, 2.121, 2.504], [-4.616, 0.757, 2.892], [-7.518, 1.327, 8.534], [-6.663, 0.512, 7.745], [-6.619, 0.793, 6.052], [-6.665, 2.313, 6.159], [-8.133, 0.149, 5.890], [-8.413, -1.121, 6.474], [-6.394, 0.822, 4.355], [-7.476, 1.217, 3.531], [-7.703, 0.800, 9.473], [-7.035, 2.276, 8.756], [-8.477, 1.500, 8.039], [-8.983, -0.979, 7.394], [-7.503, -1.680, 6.701], [-9.022, -1.704, 5.782], [-7.975, 2.104, 3.927], [-8.195, 0.402, 3.428], [-7.080, 1.446, 2.541]],
  "mulliken_charge": [-0.772, -0.295, -0.588, 0.661, -0.358, -0.018, -0.557, 1.064, -0.393, -1.290, -0.090, -1.347, -0.161, -0.253, -0.258, -0.572, -0.142, -0.415, 0.215, 0.380, 0.114, 0.222, 0.323, 0.200, -0.033, 0.272, 0.226, 0.146, 0.409, 0.415, 0.352, 0.353, 0.394, 0.339, 0.173, 0.351, 0.248, 0.369, 0.314, -0.710, -0.275, 1.156, -0.596, -0.375, -0.606, -0.466, -0.552, 0.276, 0.227, 0.334, 0.216, 0.235, 0.313, 0.255, 0.232, 0.322, -0.622, -0.446, 1.113, -0.596, -0.337, -0.702, -0.304, -0.566, 0.251, 0.238, 0.331, 0.234, 0.351, 0.283, 0.291, 0.240, 0.253]
}



Gap between HOMO and LUMO values, unit eV, following the record order: 6.0, 6.7, 6.2.